DFT (wB97M-V/def2-TZVPD) results for C2H2Sc as an isolated structure in a non-equilibrium geometry.

## Properties
⟨S²⟩: 0.75
gap between HOMO and LUMO (alpha / beta): 0.316 / 0.357 hartree

The geometry in ORCA input format:
```
! wB97M-V def2-TZVPD RIJCOSX def2/J DEFGRID3
* xyz 2 2
H 1.372 0.303 1.473
C 0.722 -0.486 0.871
C 1.830 -0.709 0.388
H 2.716 -0.777 -0.230
Sc -0.871 0.467 -0.929
*
```

Formally, the natural (NBO) partial charges of the atoms, in units of the elementary charge, are as follows:
1. H 0.395
2. C -0.640
3. C 0.032
4. H 0.314
5. Sc 1.899

DFT (wB97M-V/def2-TZVPD) results for C2H2Si as an isolated structure in a non-equilibrium geometry.

## Properties
gap between HOMO and LUMO: 0.278 hartree
energy relative to the best compared isomer or geometry (same formula, charge and spin): 508.75 kJ/mol

The geometry in ORCA input format:
```
! wB97M-V def2-TZVPD RIJCOSX def2/J DEFGRID3
* xyz 0 1
C -1.408 0.950 0.010
C -1.406 -1.002 0.130
Si 0.186 -0.048 -0.025
H 1.385 -0.814 -0.397
H 1.243 0.913 0.282
*
```

Formally, the Löwdin partial charges of the atoms, in units of the elementary charge, are as follows:
1. C -0.067
2. C -0.088
3. Si 0.309
4. H -0.078
5. H -0.076

DFT (wB97M-V/def2-TZVPD) results for a 14-piece molecular cluster, C2H32N2O14 overall in a non-equilibrium geometry.

## Properties
gap between HOMO and LUMO: 0.360 hartree
energy relative to the best compared isomer or geometry (same formula, charge and spin): 45.68 kJ/mol

The geometry in ORCA input format:
```
! wB97M-V def2-TZVPD RIJCOSX def2/J DEFGRID3
* xyz 0 1
C 1.111 -1.703 2.965
N 1.279 -0.529 2.144
C 2.586 -0.252 1.825
N 2.736 0.827 0.966
O 3.555 -0.955 2.021
H 2.093 -2.109 3.385
H 0.482 -2.496 2.573
H 0.681 -1.654 4.034
H 0.670 0.265 2.257
H 2.071 1.580 0.859
H 3.697 1.076 0.707
H 1.615 4.495 0.128
H 0.304 4.704 -0.441
O 0.831 3.987 -0.049
H 0.088 1.871 -1.289
H 1.238 1.070 -1.986
O 0.980 1.441 -1.142
H 2.899 -3.524 -1.007
H 2.579 -2.398 -1.913
O 2.206 -3.190 -1.562
H -1.181 3.536 -0.784
H -2.421 2.838 -0.955
O -1.955 3.576 -1.343
H -0.513 -2.488 -0.421
H 0.369 -1.334 0.092
O -0.205 -1.590 -0.660
H -0.773 3.228 1.652
H -0.473 3.537 3.061
O -0.839 2.852 2.539
H -2.605 2.158 0.805
H -3.689 1.178 0.353
O -3.355 2.074 0.200
H -0.602 -4.909 1.048
H 0.224 -4.602 -0.287
O -0.266 -4.237 0.413
H -0.741 0.541 -0.154
H -1.544 -0.389 0.881
O -1.327 0.612 0.669
H -2.100 1.323 -2.151
H -1.560 0.352 -3.341
O -1.383 1.189 -2.782
H -4.163 -0.682 -1.329
H -2.619 -0.391 -1.147
O -3.523 0.025 -1.270
H -2.116 -2.492 -3.408
H -1.537 -3.032 -2.011
O -2.210 -2.520 -2.473
H 2.470 -0.722 -0.726
H 3.610 -1.106 -0.010
O 3.326 -1.028 -0.937
*
```

Formally, the natural (NBO) partial charges of the atoms, in units of the elementary charge, are as follows:
1. C -0.462
2. N -0.673
3. C 0.774
4. N -0.853
5. O -0.678
6. H 0.249
7. H 0.201
8. H 0.200
9. H 0.431
10. H 0.416
11. H 0.405
12. H 0.478
13. H 0.475
14. O -0.949
15. H 0.493
16. H 0.487
17. O -0.976
18. H 0.464
19. H 0.493
20. O -0.969
21. H 0.432
22. H 0.481
23. O -0.943
24. H 0.487
25. H 0.482
26. O -0.980
27. H 0.473
28. H 0.465
29. O -0.937
30. H 0.488
31. H 0.500
32. O -0.962
33. H 0.494
34. H 0.495
35. O -0.977
36. H 0.507
37. H 0.487
38. O -1.005
39. H 0.495
40. H 0.483
41. O -0.978
42. H 0.483
43. H 0.502
44. O -0.980
45. H 0.481
46. H 0.484
47. O -0.963
48. H 0.472
49. H 0.487
50. O -0.959

DFT (wB97M-V/def2-TZVPD) results for a 15-piece molecular cluster, C2H32O16 overall in a non-equilibrium geometry.

## Properties
gap between HOMO and LUMO: 0.103 hartree
energy relative to the best compared isomer or geometry (same formula, charge and spin): 588.42 kJ/mol

The geometry in ORCA input format:
```
! wB97M-V def2-TZVPD RIJCOSX def2/J DEFGRID3
* xyz -2 1
O 0.117 1.157 0.764
C 0.133 -0.245 0.802
C 0.534 -1.020 -0.541
O -0.415 -0.986 -1.611
H -0.820 -0.548 1.237
H 0.728 -0.579 1.652
H 0.594 -2.049 -0.188
H 1.582 -0.778 -0.721
O 1.966 7.016 -1.696
H 2.538 7.773 -1.826
H 1.734 7.048 -0.768
O -2.332 -0.547 6.083
H -2.038 -1.456 6.145
H -1.913 -0.213 5.290
O -4.568 -3.041 -0.671
H -3.871 -2.506 -1.050
H -4.433 -3.912 -1.045
O 4.782 4.536 1.407
H 3.988 4.096 1.101
H 4.983 5.171 0.720
O 3.119 2.709 5.094
H 2.333 2.531 4.577
H 3.812 2.823 4.444
O -2.351 -5.312 -3.931
H -1.669 -5.812 -4.380
H -1.951 -4.459 -3.763
O 4.805 -1.593 -5.276
H 5.183 -2.397 -4.918
H 4.227 -1.272 -4.584
O 5.952 -1.659 0.649
H 5.967 -2.392 0.034
H 5.044 -1.358 0.641
O 0.817 -6.346 2.676
H 1.772 -6.279 2.678
H 0.592 -6.538 1.766
O -4.181 -0.267 -6.227
H -3.530 -0.704 -5.678
H -3.777 -0.228 -7.094
O -4.134 3.027 3.073
H -3.272 2.708 2.805
H -4.703 2.837 2.328
O -6.921 -1.720 3.700
H -7.447 -2.103 4.402
H -6.112 -1.442 4.131
O 0.615 6.703 2.661
H 0.040 6.835 3.416
H 0.560 5.765 2.480
O 0.428 -1.080 -7.245
H 0.145 -1.068 -6.331
H 1.350 -0.825 -7.215
*
```

Formally, the natural (NBO) partial charges of the atoms, in units of the elementary charge, are as follows:
1. O -1.012
2. C -0.069
3. C -0.078
4. O -1.007
5. H 0.072
6. H 0.045
7. H 0.053
8. H 0.062
9. O -0.931
10. H 0.455
11. H 0.476
12. O -0.951
13. H 0.464
14. H 0.486
15. O -0.954
16. H 0.492
17. H 0.457
18. O -0.951
19. H 0.483
20. H 0.461
21. O -0.958
22. H 0.480
23. H 0.471
24. O -0.953
25. H 0.459
26. H 0.483
27. O -0.948
28. H 0.463
29. H 0.484
30. O -0.955
31. H 0.459
32. H 0.484
33. O -0.939
34. H 0.463
35. H 0.470
36. O -0.942
37. H 0.481
38. H 0.460
39. O -0.960
40. H 0.488
41. H 0.468
42. O -0.931
43. H 0.455
44. H 0.476
45. O -0.953
46. H 0.464
47. H 0.484
48. O -0.958
49. H 0.481
50. H 0.469

Number 1: molecular weight 70.994 u, E_tot -22782.0625 eV. Number 2: molecular weight 54.124 u, E_tot -9973.1267 eV. Number 3: molecular weight 308.278 u, E_tot -34238.0409 eV. Number 4: molecular weight 312.262 u, E_tot -35348.2206 eV.